No. 1
83
Properties=species:S:1:pos:R:3:mulliken_charge:R:1 method="wB97M-V/def2-TZVPD" homo_energy_ev="-7.89 / -9.83" total_charge=+1 de_lowest_kcal_mol=0.0 spin_multiplicity=3
W -0.10482 0.65701 0.52116 -0.462
S -1.86863 1.17695 2.17035 -0.780
O -3.27327 -3.87905 -4.05296 -0.504
O 1.50488 -0.59287 -6.22773 -0.510
N -0.36853 -1.45585 2.08718 1.276
N 0.22456 2.77300 0.84969 0.719
N 1.51489 0.38133 1.19503 1.151
N -1.53855 1.91975 -0.86302 0.742
N 0.71451 0.49385 -1.45931 0.681
N -1.21097 -0.91380 -0.50061 0.704
C 3.09940 -0.90942 2.51351 -1.497
C 0.25310 -0.48069 -2.30001 0.173
C 0.25209 -2.59514 1.89122 0.474
C 0.30642 -3.59853 2.88957 -1.154
C -2.62382 -0.90345 5.54994 -0.816
C -1.29650 3.22871 -0.92016 0.968
C 2.42375 0.06279 -5.36994 -0.724
C 2.21562 1.26341 -3.15201 -1.049
C 1.66449 1.34784 -1.91202 -0.917
C -0.28872 3.71252 0.05254 0.520
C -1.43450 -2.31020 -2.47301 -0.737
C -1.85103 -0.09403 3.39274 1.211
C -3.15096 -4.11393 -2.65821 -0.935
C -3.00156 3.56254 -2.55580 -0.760
C 0.81891 -0.62882 -3.58578 -0.826
C -1.07293 -1.27324 3.24564 -0.992
C 1.25623 4.48451 2.15637 -1.066
C -2.61742 0.06087 4.52168 -0.613
C -1.86723 -2.03173 5.43541 -0.897
C 2.92736 0.19263 1.45930 1.494
C 0.83664 5.44209 1.25742 -0.687
C 3.62088 -0.22788 0.15931 -1.483
C -0.34094 -3.41750 4.06735 -1.083
C 1.79103 0.22426 -4.01739 0.139
C 0.92808 3.16930 1.92104 -0.678
C -2.48985 -2.97379 -1.92277 0.360
C -3.26944 2.21234 -2.48495 -1.086
C 3.59855 1.46931 1.97302 -1.831
C -1.09259 -2.23853 4.27264 0.908
C 0.88534 -2.89171 0.55929 -0.988
C -2.94557 -2.56177 -0.63778 -1.222
C -0.79895 -1.26270 -1.77582 1.106
C 0.03332 5.04665 0.20345 -1.025
C -2.29537 -1.56333 0.01487 -0.348
C -1.99962 4.07709 -1.75121 -1.020
C -2.51899 1.42880 -1.62833 -0.176
H -2.63146 -1.23145 0.98433 0.295
H -1.78375 5.13533 -1.75951 0.427
H 1.69833 -3.60900 0.67585 0.561
H 4.64409 -0.54109 0.38004 0.520
H 1.10132 6.48287 1.39030 0.464
H 1.22148 2.38481 2.59231 0.929
H 1.97754 2.11467 -1.21541 0.478
H 4.67186 1.28775 2.05271 0.495
H 4.13517 -0.92702 2.85791 0.521
H 3.09916 -1.06198 -0.31328 0.180
H 0.86885 -4.50308 2.69447 0.563
H 1.90163 -0.69034 -7.09837 0.311
H 0.13880 -3.34423 -0.09964 0.248
H -2.53371 -5.00712 -2.56889 0.265
H -3.80134 -3.03392 -0.16999 0.415
H 3.23564 1.74344 2.96566 0.407
H -0.30766 -4.17120 4.84601 0.432
H 2.97036 1.97636 -3.45861 0.426
H 3.66286 0.59982 -0.55182 0.356
H 3.33766 -0.52921 -5.25547 0.283
H 1.83622 4.74194 3.03149 0.472
H -3.22100 0.95555 4.61788 0.509
H -0.35845 5.77662 -0.48835 0.459
H -2.71727 0.37470 -1.54884 0.446
H -4.05125 1.75653 -3.07636 0.512
H 0.46477 -1.40689 -4.24630 0.665
H 1.26566 -1.99981 0.07476 -0.162
H -3.97754 -3.24017 -4.20103 0.315
H 2.44935 -0.72545 3.37249 0.279
H -1.85828 -2.78348 6.21529 0.430
H 2.86515 -1.89266 2.10272 0.195
H -3.23602 -0.74226 6.42820 0.397
H -3.57015 4.21034 -3.21091 0.456
H -1.09556 -2.57923 -3.46558 0.603
H 2.71416 1.04314 -5.75592 0.359
H -4.11393 -4.34144 -2.19539 0.395
H 3.44799 2.30754 1.28636 0.336



No. 2
24
Properties=species:S:1:pos:R:3:mulliken_charge:R:1 method="wB97M-V/def2-TZVPD" homo_energy_ev="-14.41 / -14.32" total_charge=+1 de_lowest_kcal_mol=21.1 spin_multiplicity=2
O -1.76948 1.48602 -2.26259 -0.643
O 1.46234 -2.11935 -2.00473 -0.265
O 2.53236 1.28182 -1.01539 -0.394
O -0.27099 -3.86892 -0.91370 -0.707
O -1.19146 -2.05587 0.86186 -0.743
O -1.01132 1.10162 3.22936 -0.619
O 1.17660 3.63904 1.03261 -0.592
O 0.30935 0.42825 0.27391 -0.591
H -1.22995 -2.36196 1.76798 0.329
H -0.44606 -3.16560 -0.28846 0.402
H 2.05976 1.56742 -1.79726 0.371
H 1.67569 4.06764 1.72791 0.334
H 0.16408 -0.43038 0.67127 0.335
H 0.90865 -2.85054 -1.73085 0.528
H -0.84332 -4.58437 -0.63657 0.327
H 1.63597 -1.63446 -1.19791 0.343
H -1.55194 1.78915 2.84044 0.316
H 1.88127 0.80221 -0.50324 0.391
H -1.68952 2.42425 -2.43448 0.334
H -2.71041 1.33902 -2.16624 0.318
H -0.56017 0.71255 -0.00776 0.292
H -2.08493 -1.77405 0.66560 0.331
H 1.66494 2.83722 0.84595 0.290
H -0.11153 1.36919 3.04225 0.314



No. 3
80
Properties=species:S:1:pos:R:3:mulliken_charge:R:1 method="wB97M-V/def2-TZVPD" homo_energy_ev=-9.95 total_charge=0 de_lowest_kcal_mol=37.5
Br -2.81612 0.74547 -2.63074 0.076
Br 10.63545 -6.25574 8.95915 -0.027
Br 7.95298 1.42104 3.83976 -0.045
Br 4.10412 0.62954 3.42724 0.011
Br -0.63169 -0.23992 -4.76481 0.027
Br 4.15361 0.54455 -0.21734 0.132
Br -9.27459 5.32297 -5.19256 -0.013
Br 10.43047 -3.26574 7.80547 0.087
Br -0.15897 -0.77188 -1.63264 0.025
Br 5.16820 -1.49979 -2.47800 -0.013
Br 8.13224 2.15626 6.96274 -0.017
Br 6.40222 3.36664 -4.35742 -0.019
Br 7.78379 -0.90381 6.05081 0.148
Br -1.43160 -2.67804 -8.04054 -0.009
Br 7.43659 3.06035 -1.33130 -0.001
Br -0.08416 -3.90826 -5.39739 -0.003
Br -3.76420 5.18289 -11.15862 -0.004
Br 7.77914 -5.55490 5.97165 -0.033
Br -3.27350 -4.00755 -5.76798 0.001
Br -6.79997 4.62742 -7.12019 -0.045
Br -6.26319 5.60375 -4.10628 -0.027
Br 7.26764 -3.24140 8.60895 0.032
Br 13.30905 -4.56066 8.40649 -0.047
Br 3.11867 0.85053 -3.24755 0.036
Br 5.38990 -0.65095 8.93811 -0.016
Br -9.45676 -0.84522 1.66648 -0.117
Br -5.49026 7.87668 -10.84958 -0.002
Br -3.68211 1.15640 3.99816 0.014
Br 8.45199 1.01503 -3.58978 -0.007
Br 2.40075 3.31640 3.86649 -0.008
Br 6.77123 -4.72767 3.03519 -0.038
Br -6.74029 5.33212 -12.36260 -0.006
Br 1.06422 0.80227 2.38397 0.068
Br 8.10435 -0.89839 10.64095 -0.022
Br 9.90204 -4.61849 3.75036 -0.017
Br -0.95203 0.90085 5.66939 -0.013
Br -1.82548 -1.44293 3.64661 -0.033
S -7.88356 0.33853 -3.27721 0.769
O -11.15606 0.00449 -0.43410 -0.447
O -7.10566 1.73516 -2.71030 -0.212
O -4.95811 0.11282 0.82441 -0.534
O -8.33233 0.73405 -4.67499 -0.554
O -9.32684 0.06300 -2.44646 -0.356
O -5.37511 1.53631 -1.01579 -0.236
C 7.39295 0.95030 5.63612 -0.332
C -5.06694 0.26883 -0.42025 0.770
C -5.54091 5.94005 -10.96459 0.338
C -9.22153 -1.03615 -1.51053 0.062
C -0.93451 0.40975 -2.96337 -0.377
C -1.55078 -4.03540 -6.65982 -0.348
C 6.63527 -1.85615 9.81177 -0.360
C -10.06490 -0.57942 -0.19309 0.415
C -2.43466 -0.05248 4.85698 -0.341
C 8.09249 -4.42899 4.42315 0.446
C 11.47808 -4.89673 7.86055 -0.286
C -6.79787 1.64952 -1.29923 -0.171
C 3.70843 -0.37776 -1.86592 -0.326
C 6.99345 2.13761 -2.97821 0.531
C -7.46007 4.64608 -5.29606 0.301
C 2.34049 1.38319 3.72120 -0.293
C -4.78630 -1.04785 -1.31823 -1.000
H -2.97407 -0.54704 5.66329 0.356
H -5.94261 5.57407 -10.01864 -0.338
H -1.46335 -5.00172 -7.15416 0.345
H -0.41896 1.36554 -2.87812 0.344
H 6.08780 -2.35376 10.61083 0.346
H -4.81210 -0.78417 -2.42863 0.335
H 1.98915 1.00212 4.67934 0.232
H -7.37394 0.83807 -0.73713 0.133
H 7.98136 -3.39641 4.75179 -0.368
H 11.51483 -5.28630 6.84382 0.288
H -9.67880 -2.01784 -1.92027 0.313
H 6.30978 1.06265 5.67167 0.242
H 2.87006 -1.03769 -1.64674 0.199
H -5.52524 -1.89894 -1.09374 0.241
H -3.72400 -1.41650 -1.07720 0.316
H -7.12848 2.65384 -0.83099 0.231
H -7.48641 3.61091 -4.95647 -0.211
H -8.13810 -1.28330 -1.20915 0.008
H 6.15431 1.47794 -2.75813 -0.546



No. 4
67
Properties=species:S:1:pos:R:3:mulliken_charge:R:1 method="wB97M-V/def2-TZVPD" homo_energy_ev="-8.34 / -8.30" total_charge=0 de_lowest_kcal_mol=59.6
Rh -0.43672 -0.05609 0.23321 0.265
S 0.24413 -3.46133 -0.11945 0.498
S -1.25965 -1.07282 4.45445 -0.390
O 0.59194 -2.11216 0.42271 -0.367
O 0.46974 1.86572 0.26084 -0.717
O 1.93059 -0.24387 -1.46836 -0.252
O 1.23705 3.86543 -0.36874 -0.755
O -1.07209 0.42645 -1.61622 -0.563
O -1.30905 2.27742 -2.83896 -0.678
N -0.29923 -0.24165 2.21391 0.482
C -3.22114 -2.49012 2.18170 -0.729
C -4.01449 -3.03584 1.19564 -0.720
C 2.31067 1.64128 4.03821 0.097
C 1.80482 2.05933 -1.80026 0.081
C 1.09319 2.66601 -0.53618 -0.238
C -2.82955 -1.78275 -0.50245 0.346
C 0.40021 -4.58724 1.29592 -1.064
C -2.20241 -1.59324 1.82873 0.499
C 1.60618 1.13242 2.96532 0.860
C 1.90635 1.30098 5.34165 -0.376
C 0.49325 0.31673 3.17898 -1.650
C 4.74756 1.94373 4.49949 -1.751
C 3.81355 2.80025 2.35989 -2.048
C -2.02204 -1.24052 0.47258 -0.249
C 0.87643 1.33765 -2.81658 0.107
C -1.27134 -0.99212 2.72018 1.157
C 1.75584 -4.00426 -0.96776 -1.025
C -3.81992 -2.69309 -0.14108 -0.674
C -0.63395 1.37627 -2.39040 -0.159
C 0.12316 -0.01277 4.48691 0.913
C 3.50552 2.56747 3.84280 2.145
C 2.80828 -0.05633 -3.59287 -0.980
C 0.82352 0.47336 5.57686 -1.483
C 3.19973 3.92777 4.48776 -1.719
C 3.73156 0.67199 -2.58542 -0.989
C 2.76049 0.91517 -1.41402 0.289
C 1.47941 -0.07868 -2.81741 -0.081
H 4.55697 0.03290 -2.26916 0.372
H 2.33515 2.90245 -2.23392 0.536
H 2.31410 4.36984 4.02868 0.396
H -0.43396 -4.39128 1.96675 0.250
H -2.71067 -1.49681 -1.53994 0.480
H 4.96288 0.97268 4.04907 0.381
H 1.34658 -4.39351 1.79748 0.327
H 1.67309 -5.06752 -1.18859 0.480
H 1.86195 1.36397 1.94212 0.342
H 3.02408 3.83801 5.56076 0.369
H 0.89733 1.80091 -3.80008 0.490
H -4.80598 -3.72625 1.45731 0.419
H 4.03906 4.60904 4.33739 0.434
H 4.61317 1.79980 5.57214 0.358
H 2.60475 -3.79740 -0.31909 0.331
H 4.14332 1.59925 -2.97907 0.370
H 3.15506 -1.07266 -3.78788 0.270
H 2.71696 0.46223 -4.54578 0.390
H 0.78804 -0.87464 -3.08539 0.639
H 2.44374 1.69260 6.19473 0.456
H -4.44998 -3.12673 -0.90656 0.438
H 4.65570 3.48742 2.27047 0.487
H 5.61330 2.59164 4.35139 0.451
H 0.52461 0.22225 6.58633 0.379
H 2.96336 3.24336 1.83682 0.446
H 3.22950 0.99940 -0.43561 0.168
H 1.83531 -3.42900 -1.88762 0.232
H 4.08971 1.86476 1.86735 0.324
H 0.35152 -5.60797 0.91889 0.479
H -3.37252 -2.72826 3.22898 0.426